Below is a molecular structure, C6H8F2SSi in a non-equilibrium geometry, with properties calculated with ωB97M-V/def2-TZVPD.

Structure (XYZ):
```
18
C6H8F2SSi ωB97M-V/def2-TZVPD
C 3.0682 -1.2774 0.2344
C 1.7668 -1.5744 0.6370
C 3.2334 -0.1072 -0.4249
C 0.9004 -0.6908 0.0062
C -1.7346 1.9976 -0.3601
C -2.3880 0.7311 0.2481
F -1.6948 -1.6526 -1.4675
F -1.8824 -1.8791 1.0738
Si -1.4483 -0.8694 -0.0251
S 1.6494 0.5691 -0.7505
H 3.8791 -1.5015 0.8513
H 1.2181 -2.4699 0.9530
H 4.1072 0.4005 -0.5299
H -2.4861 2.8127 -0.3954
H -0.7845 2.2051 0.0667
H -1.6217 1.8178 -1.4054
H -3.4332 0.6449 -0.0551
H -2.3491 0.8436 1.3434
```

HOMO-LUMO gap: 9.610 eV
2S+1: 1
E: -1120.90122 a.u.
Energy relative to the best compared isomer or geometry (same formula, charge and spin): 1.612 eV